The following is a quantum chemistry calculation of a molecular structure, C29H19BrF4IrN3P in a non-equilibrium geometry, from the Open Molecules 2025 dataset.

```
! RIJCOSX wB97M-V def2-TZVPD def2/J DEFGRID3
* xyz 3 1
Ir 1.12784 0.10677 0.00871
Br 0.97304 2.49487 -0.90899
P -1.25836 -0.03913 -0.35589
F -4.00066 1.07407 -0.13879
F -3.02846 5.67657 -0.21749
F -4.84416 3.62377 -0.02299
F -0.40406 5.07757 -0.69099
N 3.30374 -0.41463 0.01291
N 1.63944 -0.19593 2.16131
N 3.74994 -0.33163 1.18881
C -2.14066 -0.72233 1.06921
C 5.58064 -0.28143 -0.78279
C 3.72974 -0.40203 -2.36829
C -1.31566 -0.70973 -3.04189
C 3.60464 -0.43193 3.54771
C 6.46294 -0.21523 -1.82899
C 0.89204 -0.25363 3.25591
C 1.43234 -0.37423 4.52951
C 2.81544 -0.43613 4.67951
C -3.04036 -2.67653 2.15211
C -1.91246 -1.11963 -4.22549
C 2.98694 -0.32803 2.29121
C -2.36026 -2.10393 1.09251
C -3.11946 2.06297 -0.25459
C -3.22386 -1.57813 -4.21339
C 6.00284 -0.21503 -3.14719
C 4.63144 -0.32343 -3.40739
C -0.88356 2.79657 -0.57959
C -3.21856 -0.51973 3.21091
C 4.18154 -0.35943 -1.03339
C -3.56746 3.38407 -0.19469
C -2.53316 0.06307 2.15871
C -2.64556 4.43157 -0.31379
C -2.03996 -0.73713 -1.84889
C -3.47686 -1.88643 3.20971
C -1.29776 4.12297 -0.53509
C -3.94266 -1.60783 -3.02599
C -3.35106 -1.21553 -1.83219
C -1.77466 1.73357 -0.41829
H -0.17946 -0.19223 3.12011
H -2.02076 -2.71983 0.27101
H 7.52684 -0.15913 -1.63009
H -3.93296 -1.25073 -0.92439
H 3.26244 -0.47683 5.66241
H 0.78084 -0.38693 5.38811
H 5.91484 -0.29093 0.24601
H -4.01206 -2.33763 4.03341
H 4.67904 -0.50853 3.59601
H -3.67736 -1.94173 -5.12849
H -3.22236 -3.73923 2.15261
H 2.66594 -0.49363 -2.55619
H -3.55936 0.09877 4.02671
H 6.70364 -0.14043 -3.96589
H -2.34996 1.12797 2.16881
H 4.28954 -0.34293 -4.43189
H -4.97256 -1.93663 -3.01979
H -1.34556 -1.10243 -5.14469
H -0.28586 -0.37633 -3.04549
*
```

Output
* energy: -4698.76783 hartree
* HOMO-LUMO gap (alpha / beta): 0.1593 / 0.1581 Ha
* highest occupied orbital energy (alpha / beta): -17.314 / -17.304 eV

The following is a quantum chemistry calculation of a molecular structure, C29H19F3N4RuS in a non-equilibrium geometry, from the Open Molecules 2025 dataset.

```
! RIJCOSX wB97M-V def2-TZVPD def2/J DEFGRID3
* xyz 2 5
Ru -0.25274 0.22427 -0.07051
S -2.45549 0.30114 -0.48609
F -1.88275 1.68939 2.13108
F -3.76511 2.52482 1.20555
F -3.68040 2.13698 3.40200
N -3.41184 -1.83879 0.78157
N -0.19238 -1.62907 -1.11758
N 1.13393 -0.14731 1.43803
N 1.06905 0.64398 -1.84183
C -3.27918 1.63548 2.16604
C 2.70467 0.91314 2.99695
C 2.40623 -1.46205 3.02630
C -4.59836 -0.43867 2.91562
C -4.13332 -2.46581 1.71438
C 0.20669 2.09264 0.42408
C 3.04301 -0.31934 3.55345
C 1.73711 0.98881 1.95716
C 0.62732 -1.68856 -2.23432
C -0.09775 -3.97017 -2.75885
C 1.74376 3.51458 1.70113
C 0.06510 4.48519 0.28445
C -0.96743 -2.70341 -0.88398
C 1.45098 -1.33152 2.01287
C 1.33351 -0.48715 -2.59986
C 1.66050 1.76717 -2.31568
C -0.38752 3.21613 -0.08872
C -4.77452 -1.81779 2.77420
C 2.83711 0.67017 -4.14196
C 0.75585 -2.87620 -3.03542
C -3.77194 0.21274 1.99141
C 2.22676 -0.52282 -3.74359
C 1.25392 2.24058 1.36485
C -0.98585 -3.84750 -1.69435
C -3.25975 -0.52153 0.85922
C 1.68915 -2.87655 -4.12686
C 2.40706 -1.76612 -4.44884
C 1.15528 4.64141 1.15407
C 2.49907 1.82084 -3.44352
H 3.76818 -0.39948 4.35293
H 1.46403 2.68856 -1.77978
H 2.56643 3.59507 2.39315
H 0.94540 -2.22143 1.63580
H 2.93037 2.77093 -3.71989
H -1.61596 -2.67772 -0.00900
H -4.20749 -3.53850 1.57918
H 3.54680 0.67738 -4.95013
H 3.12336 -1.78981 -5.24974
H -1.20442 3.12656 -0.81270
H -0.45025 5.34909 -0.10868
H -0.03002 -4.87393 -3.34862
H -1.65537 -4.65651 -1.43272
H 3.17021 1.82405 3.32009
H 2.65932 -2.44723 3.38239
H -5.40697 -2.37060 3.45741
H 1.81610 -3.80161 -4.66989
H -5.05101 0.11116 3.73236
H 1.52155 5.62494 1.40540
*
```

Output
* <S²>: 6.033
* energy: -2127.66282 hartree
* HOMO-LUMO gap (alpha / beta): 0.2929 / 0.2176 Ha
* highest occupied orbital energy (alpha / beta): -14.376 / -14.380 eV